Molecular formula: C52H84N4O16
Method: DFT, the ωB97M-V functional and the def2-TZVPD basis

Last column: Mulliken charge in e.
Cartesian coordinates (Å):
1 H -3.509 5.615 -1.110  0.46
2 C -1.517 3.501 -3.469  0.07
3 C 2.529 -3.211 -3.472  0.78
4 O -3.378 -2.630 -2.149  -0.35
5 H -3.454 -3.364 4.043  -0.09
6 H 6.978 1.901 0.873  0.40
7 H -0.318 -3.659 4.611  -0.12
8 H 2.636 -4.710 0.622  0.49
9 C 0.222 0.610 -1.736  -0.14
10 H 2.634 -0.056 0.000  0.76
11 H 1.809 5.528 -0.207  0.49
12 H -2.913 1.381 -0.399  0.18
13 O 1.021 -1.812 3.597  0.38
14 O -1.985 3.154 -5.851  -0.43
15 H -1.487 -5.054 -0.758  0.55
16 C 2.513 3.705 4.610  -1.47
17 O -0.533 -6.367 3.331  -0.53
18 C 6.009 1.443 0.769  -0.68
19 H -5.170 -3.812 3.924  0.42
20 H -0.507 1.892 1.200  -0.40
21 N 5.608 2.969 -3.076  -0.59
22 H -0.895 3.161 -2.644  -0.67
23 H 0.375 1.990 5.884  -0.26
24 H 6.788 0.015 -0.593  0.40
25 C -2.935 -1.801 -3.127  0.68
26 C 4.938 1.104 -4.414  -0.51
27 O 2.011 4.371 2.317  -0.42
28 C 4.503 2.929 -2.408  -0.33
29 C 0.852 -1.159 -5.944  -0.87
30 C -0.310 -2.806 5.302  -1.00
31 H 2.739 1.921 1.481  -0.13
32 C -2.028 2.073 3.811  0.49
33 H -0.117 -3.745 1.665  -0.44
34 C 0.788 -4.399 1.677  0.77
35 O -0.139 4.529 1.636  -0.53
36 H -3.652 -0.128 -2.060  -0.13
37 H -1.196 4.510 -3.757  0.37
38 H 5.033 2.730 2.108  0.37
39 O -2.415 -2.369 2.120  -0.32
40 H -0.525 -8.751 2.361  0.33
41 C -3.912 -0.826 1.125  0.57
42 C -0.062 -6.653 2.262  0.77
43 O -4.619 -2.580 2.462  -0.42
44 H 0.916 -0.245 -5.293  -0.02
45 C -0.062 -1.127 -0.086  1.37
46 H 2.577 3.955 -0.106  -0.26
47 H 0.940 -3.345 -5.770  0.40
48 H -3.147 2.496 1.979  -0.13
49 H -1.604 -3.513 -0.345  -0.36
50 H 0.276 -2.624 -4.346  -0.11
51 H -2.618 3.606 -3.276  0.32
52 C 3.670 1.487 1.013  0.84
53 H -2.396 1.498 6.910  0.35
54 H -3.425 -5.658 3.189  0.33
55 H -5.860 5.123 -1.490  0.43
56 H -2.710 -4.268 -3.119  0.47
57 C -3.491 -0.408 -3.093  -0.21
58 H 4.233 -4.238 -2.787  0.33
59 C -2.810 -4.004 -2.089  -0.85
60 H 1.761 0.129 3.319  -0.26
61 C 0.073 -8.076 1.734  -1.17
62 C -0.274 -0.183 0.893  -0.62
63 H -3.149 4.612 -6.782  0.35
64 C -5.151 4.337 -1.253  -0.40
65 H 0.030 -3.106 6.285  0.50
66 H -1.654 0.488 5.579  -0.06
67 H 3.457 -0.699 4.495  0.44
68 H 0.287 -1.503 -2.199  -0.11
69 H 4.344 3.605 -1.576  0.44
70 H -0.119 -1.067 -6.455  0.38
71 H -4.960 -0.832 0.823  0.49
72 H 4.570 -3.005 -3.990  0.39
73 H -3.717 -4.495 -1.664  0.26
74 C 5.767 2.167 -4.152  -0.42
75 H 6.678 2.307 -4.725  0.38
76 H -0.007 1.034 7.305  0.39
77 H -3.203 -4.543 1.786  -0.15
78 H 2.526 2.092 -2.338  0.16
79 C 3.264 -1.331 3.630  -1.72
80 C 3.679 1.095 -3.764  -0.34
81 O 1.658 -3.755 -2.776  -0.57
82 H 3.420 3.367 4.173  0.21
83 H 2.584 4.727 4.922  0.43
84 C 0.129 -0.763 -1.404  -0.95
85 C -1.546 -4.128 -1.286  0.11
86 C -3.893 -4.931 2.524  -0.55
87 H -2.823 0.231 -3.648  -0.13
88 H -0.587 -0.395 1.896  0.56
89 H 4.191 -2.493 -2.263  0.07
90 H 0.997 2.802 3.215  -0.46
91 H -0.098 -2.213 0.173  -2.13
92 H -3.761 0.007 1.866  -0.05
93 N 4.709 -0.209 -0.372  -0.33
94 C 4.854 2.020 1.317  -0.44
95 C 0.465 -1.614 4.781  0.77
96 H -1.255 6.273 -6.912  0.41
97 C -1.730 1.447 6.064  0.05
98 C -2.335 4.555 -6.051  -0.23
99 H -1.401 -2.486 5.499  0.19
100 H -0.356 5.439 -5.672  0.26
101 C -1.438 2.713 -4.719  0.43
102 C 5.899 0.420 -0.119  -0.57
103 H 2.248 3.024 5.398  0.32
104 O -1.241 1.218 3.440  0.21
105 C -1.092 5.289 -6.488  -1.05
106 H 1.821 -1.104 1.975  -0.65
107 H -4.428 -0.457 -3.599  0.52
108 C -0.262 1.126 0.462  -0.16
109 H -0.542 4.703 -7.275  0.28
110 H 2.451 -3.068 1.281  -0.17
111 C 1.904 -3.867 0.750  -0.49
112 H -2.396 3.831 2.781  0.24
113 H 0.641 4.409 3.748  0.70
114 N 0.027 1.520 -0.814  2.01
115 O 2.310 -2.468 -4.604  -0.31
116 O -2.220 2.417 5.090  -0.39
117 H -0.549 2.711 7.208  0.39
118 C 1.949 -0.878 3.038  1.23
119 H -3.238 -0.709 0.296  -0.72
120 C 1.436 3.747 3.533  0.57
121 C -0.369 1.804 6.631  -0.75
122 C 4.013 -3.179 -3.090  -0.94
123 C -3.506 2.261 -0.646  0.49
124 C -2.924 2.898 2.947  -1.04
125 H -0.234 -8.059 0.697  0.30
126 C -2.996 3.546 -0.608  -0.06
127 H -3.822 3.144 3.452  0.55
128 H -6.506 2.675 -1.685  0.43
129 H 1.707 -1.138 -6.684  0.33
130 H 1.565 -3.503 -0.228  -0.18
131 H 3.001 0.288 -3.943  0.61
132 H -2.730 4.930 -5.147  0.23
133 H 0.479 0.918 -2.759  0.47
134 C -3.838 4.596 -0.957  -0.82
135 H -4.718 -5.384 2.031  0.37
136 N -4.756 1.934 -1.043  -0.43
137 C 1.622 4.436 -0.030  0.11
138 C -3.543 -2.029 1.887  0.09
139 O -0.867 1.630 -4.691  -0.38
140 C 3.479 2.011 -2.762  0.22
141 H 4.056 -1.178 2.894  0.39
142 C 3.596 0.369 0.170  -0.63
143 C 0.994 -2.468 -5.164  0.25
144 H 3.225 -2.368 3.946  0.36
145 H 0.827 4.051 -0.675  -0.24
146 O 0.747 -0.579 5.388  -0.58
147 H -1.979 3.707 -0.234  0.37
148 C -5.553 2.979 -1.291  -0.70
149 C 1.012 4.425 1.347  0.55
150 O -2.290 -2.235 -4.069  -0.68
151 O 0.412 -5.755 1.315  -0.37
152 H 0.993 -4.364 2.754  0.56
153 H 5.135 0.307 -5.172  0.36
154 H 1.148 -8.393 1.727  0.29
155 H -0.689 -3.937 -1.919  0.13
156 C -4.289 -3.696 3.323  -0.04

Results
SMILES: CCOC(C)=O.CCOC(C)=O.CCOC(C)=O.CCOC(C)=O.CCOC(C)=O.CCOC(C)=O.CCOC(C)=O.CCOC(C)=O.c1ccncc1.c1ccncc1.c1ccncc1.c1ccncc1
2S+1: 1
energy above the lowest of the compared OMol25 structures with the same formula, charge and spin: 0.359 eV
total energy: -94006.6580 eV